Entry 1:
This record from the Open Molecules 2025 dataset describes a 11-piece molecular cluster, C46H66N11O2 overall. The level of theory is ωB97M-V/def2-TZVPD.

## Properties
Orbital gap, eV: 8.694
Energy above the lowest of the compared OMol25 structures with the same formula, charge and spin, kcal per mole: 31.8
E, eV: -69234.3803
Molecular weight, g mol⁻¹: 805.1

```
! RIJCOSX wB97M-V def2-TZVPD def2/J DEFGRID3
* xyz 1 1
N -56.9297 -8.1430 56.4127
N -50.8873 1.4280 53.1257
H -53.9185 2.5362 55.9812
H -56.9369 -2.6079 54.4121
C -57.5647 -8.4933 63.6061
H -54.5953 -5.9828 55.7057
C -56.9690 -1.5995 61.8210
H -55.1553 -3.0307 47.4848
H -56.9091 -5.4805 61.9819
H -57.7972 -2.4155 62.2066
C -52.5586 -7.9447 56.7559
H -57.2860 -7.8727 64.1879
N -57.1230 -9.8549 63.6003
C -57.9004 -7.3316 57.0284
H -49.3063 -6.6389 53.3129
C -51.6691 -4.4639 54.0675
H -53.4874 -4.0994 49.2714
H -56.0586 1.4034 60.9017
C -54.7166 -2.7748 50.6505
H -48.9539 -5.4109 55.4206
C -56.1381 0.4254 61.2462
H -58.7205 -10.1804 60.8739
H -55.2153 -2.6384 61.8222
N -57.4958 -2.2882 59.0301
H -52.3842 -1.4228 56.1370
C -50.8539 -0.7930 53.3009
C -54.8732 -5.0536 59.0539
C -55.9142 -1.9191 50.2885
O -55.2336 -4.9508 61.3263
H -52.5254 -3.9644 54.1638
H -53.8770 -4.6102 59.1008
H -55.7238 -1.4539 55.4510
H -53.6266 -7.1301 53.8095
H -55.8677 -9.9259 56.8664
H -58.6520 -2.1858 56.0658
H -55.8151 -6.3742 57.7912
C -58.3781 -8.5063 62.5390
O -54.9921 -3.3850 55.0274
H -58.7006 -7.2886 59.0905
C -53.1071 -8.2718 57.8995
C -52.0444 1.0304 52.5639
H -55.2157 1.3570 57.7696
H -51.5964 -6.0761 52.3098
H -58.1604 -4.2438 59.9485
H -50.4182 -6.4706 58.6010
H -56.5331 -8.1339 55.3632
H -54.0490 -2.9480 51.5092
H -57.3611 -11.5881 62.4616
H -56.3791 -4.2954 56.3665
H -57.2473 -0.4997 57.6504
H -55.8315 -4.8138 63.1294
H -59.1099 -7.6237 62.2452
N -49.8342 -5.3438 54.9107
N -55.3382 -2.9813 48.5307
H -52.2426 0.6178 54.9189
C -52.1642 -0.3397 52.5785
C -51.4278 -6.7560 58.2431
N -54.9646 -5.8196 57.7086
H -57.8774 -6.7620 53.0717
H -53.5005 -4.8289 56.3886
C -55.4902 -8.5797 53.3241
C -57.6168 -10.6738 62.5136
C -55.0753 -0.4143 61.2722
C -55.9186 -5.5405 62.4245
C -56.7738 -8.3413 53.0151
H -49.0166 0.2967 53.7062
H -55.6088 -4.4096 59.2637
H -51.2450 -6.4889 56.0486
H -53.0007 -8.1865 55.8638
C -58.0039 -7.7910 58.3584
H -54.1593 -6.5480 57.9196
C -50.7751 -4.3973 55.1552
H -50.4263 2.2320 53.1461
C -51.2267 -5.6211 53.2459
H -50.6426 -3.8090 56.0749
N -51.6979 -6.9381 56.8836
N -57.2908 -0.2866 61.6661
C -56.4233 -2.2821 49.0933
H -54.2290 -1.1934 58.0197
C -58.7132 -3.7325 57.6768
H -57.6371 -8.9160 52.7638
H -57.0810 -9.7378 59.2494
N -57.0148 -7.0712 53.3513
C -50.1369 0.3576 53.5221
H -50.6506 -1.7580 53.4770
H -58.2267 0.0063 61.8844
C -57.0274 -9.0260 58.5028
C -58.3575 -9.9256 61.8371
H -54.6387 -6.9457 60.6515
H -52.6046 1.8880 51.9254
H -54.2154 -0.3373 60.9282
H -55.4748 -1.7454 53.7597
C -55.8414 -2.2975 54.6764
C -54.8329 -7.2893 53.6477
C -54.3987 0.8941 57.2619
H -55.1631 -3.1545 57.2255
C -54.4221 -3.3957 49.5097
C -58.2220 -3.5204 58.9818
H -56.3903 -10.0827 64.2743
H -56.1888 -1.1706 50.9894
H -54.8134 -9.6053 53.2987
H -55.8533 -5.4168 53.5993
C -55.2225 -6.0301 60.2879
C -57.6883 -1.6297 57.8654
C -56.4715 -9.1870 57.2093
C -53.8022 -0.4041 57.4036
C -53.7604 1.5000 56.1826
H -56.0707 -6.6445 60.1419
C -52.9666 -0.6307 56.4072
C -55.3167 -3.8648 56.3309
H -52.4020 -7.4314 59.9472
N -52.9839 0.4636 55.7005
H -58.5382 -6.5981 56.5539
C -55.6452 -1.7191 61.6594
H -55.5485 -6.4532 62.7504
H -53.9000 -9.1283 58.0625
C -54.4902 -5.0926 56.5461
C -55.8703 -6.4164 53.5875
C -49.9640 -5.9576 53.6787
H -57.3634 -1.9344 48.5947
H -53.0739 -0.8652 52.2809
H -58.8548 -4.5934 57.2053
C -58.3976 -2.4108 57.0219
C -52.3507 -7.4184 58.9573
H -57.1329 -1.8818 59.8972
*
```

Entry 2:
This record from the Open Molecules 2025 dataset describes a 3-piece molecular cluster, C46H68BrF9N2O8 overall. The level of theory is ωB97M-V/def2-TZVPD.

## Properties
Orbital gap, eV: 7.520
Energy above the lowest of the compared OMol25 structures with the same formula, charge and spin, kcal per mole: 0.0
E, eV: -162659.4849
Molecular weight, g mol⁻¹: 1027.9

```
! RIJCOSX wB97M-V def2-TZVPD def2/J DEFGRID3
* xyz 0 1
O 1.5564 -2.9796 -2.8000
H 3.2815 2.1550 1.0980
H -12.1750 4.4370 -1.1494
F 5.9859 -0.6178 3.5550
C 0.7564 -0.5665 2.2422
C 2.7687 1.6262 0.2555
H 0.6972 -4.6041 0.0050
C -0.3030 -4.1450 0.2045
C 0.9564 1.0070 2.0881
H 5.8972 -8.7552 -2.7648
O -9.1742 2.9799 -0.7680
H -4.4870 4.0598 -1.4457
C 2.5183 -2.7304 -0.5546
O -5.4382 1.7028 -0.9375
H 9.9566 -3.2703 1.0272
F 2.6538 -0.8100 4.3821
C -0.6890 -2.9796 -0.7597
C 3.8295 -2.9936 0.0660
O -12.0531 1.4782 2.3580
C -5.1373 0.6208 -0.0733
H -1.7783 -2.7705 -0.5766
H -10.1256 1.1663 2.9467
H -5.0561 -0.2811 -0.6812
N -12.1170 2.4037 -0.6630
C 4.4567 -4.8629 -1.6600
H 4.3092 2.1817 -2.8902
H 4.7092 -8.7976 -4.2016
H 9.1943 0.9761 0.2922
C 5.4099 -8.1841 -3.5834
H -1.6605 1.4760 -2.8306
C 2.5902 -5.5318 -3.2398
C 7.7704 0.5531 -1.4149
O 9.6634 -2.1720 -0.7797
H -4.1797 0.7735 0.4340
H 5.0762 -2.6671 1.8113
H 5.5147 2.9195 -0.3557
C -2.1712 2.1538 -2.1439
H -0.4534 -0.8841 -0.1452
C -11.4876 3.7221 -0.6862
H 11.4304 -3.0542 0.0196
C 4.7548 -0.0306 3.3118
C 4.9393 -3.8256 -0.6191
O -0.4652 -3.7981 1.6009
F 3.4695 1.8580 4.2756
H 4.2748 0.6486 -1.8972
H -5.9285 0.4713 0.6675
H 9.7212 -1.1311 0.9934
H -3.0183 2.6011 -2.6694
H -0.6419 -3.3780 -1.8080
C 3.1213 -1.6351 2.0988
H -0.9767 5.0896 -1.3701
O 6.0836 -3.6558 -0.2943
H -6.0706 2.7114 0.7940
H 5.8318 0.0852 -0.4790
C 3.3186 -6.7019 -3.6538
H 8.0615 -1.5452 0.4602
H -2.5591 5.4470 0.3735
H -9.6379 1.0022 -1.2147
C 1.8327 -1.3877 1.4920
H -3.3114 2.6312 0.2251
H 6.3645 2.7052 -1.9082
F 5.6136 2.0932 3.8877
H 6.1648 -7.7791 -4.3133
H -11.4151 1.7093 -0.4415
H -10.3679 1.1349 1.2082
H 3.1892 3.4671 -0.9297
H -1.0510 -4.9688 0.0203
C -5.8098 2.9007 -0.2518
C -2.3543 4.4066 0.0986
C 1.2512 1.4536 0.6088
H -13.5991 1.2614 0.1976
C 4.6575 1.1832 4.3048
F 4.8275 0.4621 2.0468
H -0.2513 -0.7623 1.7873
H -0.0209 1.4880 2.3710
H -11.2547 4.0767 0.3244
C 10.3134 -3.1914 -0.0341
H 2.1970 2.2788 -1.8295
C 5.2038 -6.0354 -2.0667
H -9.8223 4.7286 -1.5623
H 9.9542 0.3127 -1.1943
H 1.7189 1.4169 2.7904
C 4.6384 -6.9215 -3.0620
H -6.7081 3.2733 -0.7503
H -7.9427 1.3596 -0.8696
C 9.0389 0.2426 -0.5441
H -10.3720 2.6971 2.0921
F 4.9144 -0.4493 6.1478
H -8.6286 1.8476 -2.4286
H 1.5914 -5.3281 -3.6776
C 3.1629 -4.6293 -2.2648
C -8.8390 1.7355 -1.3613
H -13.8253 2.4279 2.3359
Br 6.9595 -6.4103 -1.3275
H 6.8776 1.3053 0.4264
C 4.3042 1.7645 -1.8452
H 0.4778 -1.2732 -1.6115
H -5.1093 4.9172 -0.0220
H 10.1471 -4.2055 -0.4874
H 0.4055 -3.9493 2.0020
F 6.2916 1.2354 6.0530
H 0.6278 -0.8676 3.3141
C -4.7220 3.9581 -0.3800
C 5.6760 2.1806 -1.1898
H -12.4729 3.4819 2.0000
H -10.3294 3.3142 -2.4865
C 4.9955 0.8571 5.8186
H -2.5182 1.5528 -1.3006
C 3.6223 -1.1469 3.4808
C 9.0570 -1.1906 0.0812
C 2.2982 -3.3686 -1.9315
H -2.5276 4.7070 -2.0780
C 6.4997 0.9738 -0.5799
C 0.1914 -1.6668 -0.5993
H 2.9381 -7.4344 -4.3954
C -10.1843 3.6996 -1.4731
O -1.2342 3.1234 -1.7063
H 0.7964 0.8061 -0.1764
H 0.7795 2.4694 0.4799
C 3.0423 2.3652 -1.1006
C -12.8770 2.4857 1.7915
H 3.2146 0.5980 0.1568
H 8.0576 1.3908 -2.1062
C 4.0844 -2.4410 1.3535
C -10.6645 1.6448 2.1270
C -13.2048 2.2751 0.3080
C 1.5307 -1.9170 0.1507
H 7.5183 -0.3522 -2.0312
F 4.2441 1.5892 6.6876
H -1.5637 4.0553 0.7678
F 4.2875 -2.2455 4.0392
H -14.0116 2.9586 0.0217
C -1.8010 4.3696 -1.3315
N -3.5388 3.6015 0.4005
*
```

- What is the orbital gap in the first record?
  8.694 eV